1.
DFT (the ωB97M-V functional and the def2-TZVPD basis) results for the molecule C5H8N2O2 at a distorted geometry.

Properties
SMILES string: N#C[C@H](CN)CC(=O)O
Electronic energy, eV: -12389.502
ΔE to the lowest compared entry with this formula, charge and spin, kcal per mole: 33.1
HOMO level, eV: -10.05
Net charge: 0
Gap between HOMO and LUMO, Ha: 0.387

Geometry as XYZ:
```
17
C5H8N2O2 (the ωB97M-V functional and the def2-TZVPD basis)
H 2.31 0.94 -2.70
H 0.61 1.36 -2.40
C 1.45 -0.05 -0.96
C 1.65 -1.33 -1.66
H 0.57 1.84 0.94
H 0.03 -0.91 0.44
C 1.57 1.15 -1.91
C 0.08 -0.04 -0.23
H -0.88 1.16 1.10
O 3.23 2.51 -0.83
N 1.78 -2.33 -2.23
N -0.13 1.24 0.42
C 2.07 2.36 -1.15
H 0.35 3.26 -1.37
H -0.71 -0.17 -0.98
O 1.21 3.44 -0.97
H 2.25 0.02 -0.21
```

Results of the natural (NBO) charge analysis, in e, for atoms 1 through 5: atom 1 (H): 0.264, atom 2 (H): 0.221, atom 3 (C): -0.325, atom 4 (C): 0.286, atom 5 (H): 0.393



2.
DFT (the ωB97M-V functional and the def2-TZVPD basis) results for the molecule C5H8N2O2 at a distorted geometry.

Properties
SMILES string: [H]/N=C1\OCCCN1C=O
Electronic energy, eV: -12386.641
ΔE to the lowest compared entry with this formula, charge and spin, kcal per mole: 99.0
HOMO level, eV: -9.66
Net charge: 0
Gap between HOMO and LUMO, Ha: 0.377

Geometry as XYZ:
```
17
C5H8N2O2 (the ωB97M-V functional and the def2-TZVPD basis)
C 0.87 0.56 -1.05
H 0.96 0.20 1.78
O 0.98 -2.30 -1.93
H 0.85 0.82 -2.12
H 1.88 0.14 -0.55
C 0.26 0.89 1.45
H -0.35 -2.66 -0.53
N -2.14 -1.27 0.03
H -2.70 -1.58 1.09
H -0.47 2.09 -0.19
H 0.23 1.70 2.36
C 0.49 1.58 0.08
C 0.15 -1.84 -1.13
N -0.15 -0.56 -0.71
C -1.22 -0.51 0.20
O -1.00 0.17 1.33
H 1.34 2.56 -0.12
```

Results of the natural (NBO) charge analysis, in e, for atoms 1 through 5: atom 1 (C): -0.213, atom 2 (H): 0.187, atom 3 (O): -0.593, atom 4 (H): 0.246, atom 5 (H): 0.213



3.
DFT (the ωB97M-V functional and the def2-TZVPD basis) results for a structure of composition C5H8N2O2 at a distorted geometry.

Properties
Electronic energy, eV: -12383.950
ΔE to the lowest compared entry with this formula, charge and spin, kcal per mole: 161.1
HOMO level, eV: -8.04
Net charge: 0
Gap between HOMO and LUMO, Ha: 0.312

Geometry as XYZ:
```
17
C5H8N2O2 (the ωB97M-V functional and the def2-TZVPD basis)
C 1.63 0.01 -0.57
H -1.48 -2.27 -0.60
H -3.02 0.37 0.71
N -1.85 -1.33 -0.63
O 0.50 -0.87 1.46
H 0.72 -2.08 -0.52
C 0.00 1.59 0.15
H -0.24 -1.62 1.63
H 1.99 2.34 0.20
C 1.32 1.46 -0.32
H 1.87 -0.52 -1.68
C 0.53 -1.01 -0.01
H -0.29 2.49 0.62
N -1.12 0.78 0.02
H 2.68 -0.07 -0.20
C -0.82 -0.53 -0.43
O -2.42 1.27 0.14
```

Results of the natural (NBO) charge analysis, in e, for atoms 1 through 5: atom 1 (C): -0.472, atom 2 (H): 0.330, atom 3 (H): 0.488, atom 4 (N): -0.695, atom 5 (O): -0.687



4.
DFT (the ωB97M-V functional and the def2-TZVPD basis) results for the molecule C5H8N2O2 at a distorted geometry.

Properties
SMILES string: [H]/N=C1/N/C(=C/CO)CO1
Electronic energy, eV: -12389.165
ΔE to the lowest compared entry with this formula, charge and spin, kcal per mole: 40.8
HOMO level, eV: -8.63
Net charge: 0
Gap between HOMO and LUMO, Ha: 0.341

Geometry as XYZ:
```
17
C5H8N2O2 (the ωB97M-V functional and the def2-TZVPD basis)
N -0.71 0.96 0.74
H 1.69 0.26 -3.13
O 0.98 -0.30 -3.53
C -0.35 0.59 2.04
H -1.06 1.88 0.59
N -0.59 1.23 3.09
H -0.72 1.13 -1.95
H -0.18 0.78 3.90
C -0.23 0.09 -0.22
C 0.20 -0.83 -2.46
C 0.34 -1.05 0.58
O 0.26 -0.63 1.95
H -0.64 -1.40 -2.92
H -0.23 -1.95 0.43
H 0.82 -1.56 -1.84
H 1.39 -1.24 0.33
C -0.29 0.24 -1.54
```

Results of the natural (NBO) charge analysis, in e, for atoms 1 through 5: atom 1 (N): -0.610, atom 2 (H): 0.464, atom 3 (O): -0.714, atom 4 (C): 0.692, atom 5 (H): 0.422



5.
DFT (the ωB97M-V functional and the def2-TZVPD basis) results for the molecule C5H8N2O2 at a distorted geometry.

Properties
Electronic energy, eV: -12384.258
Multiplicity: 3
ΔE to the lowest compared entry with this formula, charge and spin, kcal per mole: 53.8
HOMO level (spin up / spin down), eV: -5.64 / -10.05
Net charge: 0
Gap between HOMO and LUMO (spin up / spin down), Ha: 0.234 / 0.243

Geometry as XYZ:
```
17
C5H8N2O2 (the ωB97M-V functional and the def2-TZVPD basis)
C 0.52 0.22 1.57
H 0.14 2.24 1.73
H 0.85 1.84 0.23
H -0.15 -2.76 -0.11
C -0.19 -0.82 -0.32
C 0.13 1.52 0.99
C -1.20 1.33 0.20
O -2.07 2.16 0.18
H 0.63 -0.52 -2.41
H 1.62 0.21 -1.18
H -2.09 -0.24 -0.86
H 1.11 -0.03 2.59
H 1.40 -1.61 -1.18
O -0.78 -2.13 -0.71
N 0.41 -0.89 0.98
C 0.91 -0.61 -1.36
N -1.24 0.10 -0.34
```

Results of the natural (NBO) charge analysis, in e, for atoms 1 through 5: atom 1 (C): -0.211, atom 2 (H): 0.255, atom 3 (H): 0.203, atom 4 (H): 0.482, atom 5 (C): 0.502



6.
DFT (the ωB97M-V functional and the def2-TZVPD basis) results for the molecule C5H8N2O2S at a distorted geometry.

Properties
Electronic energy, eV: -23219.480
ΔE to the lowest compared entry with this formula, charge and spin, kcal per mole: 152.6
HOMO level (spin up / spin down), eV: -8.43 / -8.43
Net charge: 0
Gap between HOMO and LUMO (spin up / spin down), Ha: 0.272 / 0.272

Geometry as XYZ:
```
18
C5H8N2O2S (the ωB97M-V functional and the def2-TZVPD basis)
O 1.27 0.48 -2.26
H -2.93 0.57 -1.78
C -2.51 0.69 -0.73
H 1.35 -2.33 -0.63
N -0.72 0.16 0.60
S -0.73 -1.36 -1.57
H 0.61 1.39 2.72
O 2.98 -0.74 -1.70
H 2.00 0.21 2.74
C -1.35 -0.06 -0.48
H -2.34 1.72 -0.36
C 0.92 -1.49 -1.17
C 0.89 0.39 2.37
N 1.72 -0.52 -1.71
H -3.34 0.30 -0.10
H 0.35 -0.35 2.95
C 0.55 0.31 0.94
H 1.28 0.67 0.15
```

Results of the natural (NBO) charge analysis, in e, for atoms 1 through 5: atom 1 (O): -0.472, atom 2 (H): 0.255, atom 3 (C): -0.701, atom 4 (H): 0.249, atom 5 (N): -0.430



7.
DFT (the ωB97M-V functional and the def2-TZVPD basis) results for the molecule C5H8N2O3 at a distorted geometry.

Properties
SMILES string: CC1=C([N+](=O)[O-])[C@H](C)ON1
Electronic energy, eV: -14431.439
ΔE to the lowest compared entry with this formula, charge and spin, kcal per mole: 145.4
HOMO level (spin up / spin down), eV: -8.45 / -8.45
Net charge: 0
Gap between HOMO and LUMO (spin up / spin down), Ha: 0.303 / 0.303

Geometry as XYZ:
```
18
C5H8N2O3 (the ωB97M-V functional and the def2-TZVPD basis)
H 0.30 2.07 -1.58
H 0.77 -3.14 0.09
C 0.33 -1.14 0.12
H -0.97 -2.52 0.24
O 1.78 0.62 0.54
O -2.32 1.24 0.55
H 0.23 1.60 1.44
C 0.52 1.20 0.44
C 0.32 2.37 -0.53
C -0.45 -0.01 0.15
N 1.61 -0.70 0.12
H 2.30 -1.35 0.45
H -0.16 -2.74 -1.22
O -2.51 -0.94 0.02
H -0.73 2.70 -0.41
N -1.87 0.09 0.22
C -0.03 -2.54 -0.17
H 0.86 3.21 -0.44
```

Results of the natural (NBO) charge analysis, in e, for atoms 1 through 5: atom 1 (H): 0.206, atom 2 (H): 0.221, atom 3 (C): 0.271, atom 4 (H): 0.275, atom 5 (O): -0.336



8.
DFT (the ωB97M-V functional and the def2-TZVPD basis) results for a cluster of 3 separate species, C5H8N2O3S in total at a distorted geometry.

Properties
SMILES string: O/C=C1\N=CCS1.O=C=O.N
Electronic energy, eV: -25271.552
ΔE to the lowest compared entry with this formula, charge and spin, kcal per mole: 25.8
HOMO level (spin up / spin down), eV: -7.53 / -7.53
Net charge: 0
Gap between HOMO and LUMO (spin up / spin down), Ha: 0.287 / 0.287

Geometry as XYZ:
```
19
C5H8N2O3S (the ωB97M-V functional and the def2-TZVPD basis)
N 1.18 -0.84 -1.15
H -5.50 1.73 1.57
O 3.11 1.12 0.64
H 1.23 -3.71 0.65
H 0.88 1.01 -1.79
O 2.12 -3.52 -1.18
N -4.78 1.32 0.92
H 0.36 1.37 0.75
H -4.38 2.10 0.31
H -3.91 0.99 1.47
H -1.20 1.00 0.17
C 0.95 -1.72 -0.17
C 2.94 2.10 0.06
C 1.46 -3.04 -0.15
S -0.19 -1.06 1.06
H 2.43 -2.85 -1.82
C 0.55 0.29 -1.05
O 2.96 3.12 -0.47
C -0.22 0.61 0.19
```

Results of the natural (NBO) charge analysis, in e, for atoms 1 through 5: atom 1 (N): -0.425, atom 2 (H): 0.368, atom 3 (O): -0.503, atom 4 (H): 0.193, atom 5 (H): 0.200



9.
DFT (the ωB97M-V functional and the def2-TZVPD basis) results for the molecule C5H8N2O3S at a distorted geometry.

Properties
SMILES string: O=C1CN(O)CCNC(=S)O1
Electronic energy, eV: -25268.839
ΔE to the lowest compared entry with this formula, charge and spin, kcal per mole: 88.4
HOMO level, eV: -8.20
Net charge: 0
Gap between HOMO and LUMO, Ha: 0.319

Geometry as XYZ:
```
19
C5H8N2O3S (the ωB97M-V functional and the def2-TZVPD basis)
H -2.17 1.07 0.42
H -0.27 -2.08 1.25
H 0.25 1.76 1.94
O 1.76 -0.49 -0.72
S 2.00 2.01 -0.09
H -1.65 0.55 -2.26
H -0.16 1.99 -1.82
C -1.51 0.20 0.02
H 0.80 -1.06 2.18
C 1.61 -1.54 0.13
C 0.44 -1.30 1.19
O -0.38 1.02 1.89
C 1.14 0.68 -0.63
O 2.31 -2.52 0.07
H -2.13 -0.67 0.29
N -0.34 0.15 0.87
N 0.14 0.97 -1.54
C -1.03 0.14 -1.48
H -0.80 -0.88 -1.73
```

Results of the natural (NBO) charge analysis, in e, for atoms 1 through 5: atom 1 (H): 0.246, atom 2 (H): 0.228, atom 3 (H): 0.501, atom 4 (O): -0.509, atom 5 (S): -0.283



10.
DFT (the ωB97M-V functional and the def2-TZVPD basis) results for the molecule C5H8N2S at a distorted geometry.

Properties
SMILES string: CCN1C=NC(=S)C1
Electronic energy, eV: -19129.666
ΔE to the lowest compared entry with this formula, charge and spin, kcal per mole: 17.4
HOMO level, eV: -8.17
Net charge: 0
Gap between HOMO and LUMO, Ha: 0.300

Geometry as XYZ:
```
16
C5H8N2S (the ωB97M-V functional and the def2-TZVPD basis)
H -0.62 1.97 -0.44
H 0.84 1.13 -1.13
C 1.61 -0.43 1.36
S -1.17 1.53 -3.43
C -0.22 1.00 -0.85
N -1.63 -0.61 -1.85
H -0.40 -1.16 1.78
C -1.04 0.61 -2.09
H -0.20 0.59 1.96
N -0.44 -0.13 0.02
H 1.92 -1.29 0.78
H -1.57 -1.89 -0.19
H 2.07 0.50 0.97
C 0.10 -0.29 1.36
C -1.26 -0.97 -0.64
H 1.99 -0.57 2.41
```

Results of the natural (NBO) charge analysis, in e, for atoms 1 through 5: atom 1 (H): 0.242, atom 2 (H): 0.241, atom 3 (C): -0.619, atom 4 (S): -0.066, atom 5 (C): -0.325



11.
DFT (the ωB97M-V functional and the def2-TZVPD basis) results for the molecule C5H8N2S.

Properties
SMILES string: CC/C=N\N=C\C=S
Electronic energy, eV: -19128.004
ΔE to the lowest compared entry with this formula, charge and spin, kcal per mole: 55.7
HOMO level, eV: -9.02
Net charge: 0
Gap between HOMO and LUMO, Ha: 0.294

Geometry as XYZ:
```
16
C5H8N2S (the ωB97M-V functional and the def2-TZVPD basis)
N -0.27 -1.05 0.37
C -2.41 -0.76 -0.25
C -2.31 1.75 -0.24
C 0.74 -0.57 -0.26
S 3.25 0.49 -0.14
H -3.28 -1.14 -0.82
H -3.62 0.52 0.93
H -1.28 1.79 -0.60
H 0.74 -0.40 -1.34
C -2.59 0.49 0.57
N -1.33 -1.42 -0.37
H -2.97 1.82 -1.12
H -1.90 0.46 1.44
H -2.49 2.68 0.32
H 1.85 -0.46 1.56
C 1.93 -0.22 0.51
```

Results of the natural (NBO) charge analysis, in e, for atoms 1 through 5: atom 1 (N): -0.203, atom 2 (C): 0.117, atom 3 (C): -0.598, atom 4 (C): -0.023, atom 5 (S): 0.065



12.
DFT (the ωB97M-V functional and the def2-TZVPD basis) results for a structure of composition C5H8N2S at a distorted geometry.

Properties
Electronic energy, eV: -19123.154
ΔE to the lowest compared entry with this formula, charge and spin, kcal per mole: 167.6
HOMO level, eV: -8.95
Net charge: 0
Gap between HOMO and LUMO, Ha: 0.327

Geometry as XYZ:
```
16
C5H8N2S (the ωB97M-V functional and the def2-TZVPD basis)
C -1.70 1.97 -0.86
C 1.63 1.10 -0.41
C 0.28 -1.68 -0.55
H 0.86 -1.25 -1.36
H 2.52 0.95 0.32
C -0.75 1.54 -0.22
H 1.60 2.29 -0.50
H 1.40 0.37 -1.30
S -0.23 -1.27 2.06
N 0.16 -0.79 0.49
N -0.56 -2.78 -0.59
H -1.88 -1.73 1.76
H -2.94 2.05 -1.04
H -1.31 -2.71 0.25
C 0.42 0.86 0.46
H 0.50 1.08 1.50
```

Results of the natural (NBO) charge analysis, in e, for atoms 1 through 5: atom 1 (C): -0.233, atom 2 (C): -0.638, atom 3 (C): 0.243, atom 4 (H): 0.179, atom 5 (H): 0.233



13.
DFT (the ωB97M-V functional and the def2-TZVPD basis) results for the molecule C5H8N2S at a distorted geometry.

Properties
Electronic energy, eV: -19124.277
Multiplicity: 3
ΔE to the lowest compared entry with this formula, charge and spin, kcal per mole: 25.2
HOMO level (spin up / spin down), eV: -5.18 / -7.30
Net charge: 0
Gap between HOMO and LUMO (spin up / spin down), Ha: 0.219 / 0.186

Geometry as XYZ:
```
16
C5H8N2S (the ωB97M-V functional and the def2-TZVPD basis)
C -0.70 -0.78 -0.31
H 2.69 1.47 0.88
H -1.13 2.46 0.15
H -0.64 -3.91 -0.31
H 0.80 2.15 -0.25
N -0.94 -1.92 -0.03
H -2.21 -3.39 0.55
S 2.86 -0.78 0.13
N 0.95 1.14 -0.26
C -1.30 -3.14 0.05
C 2.45 0.93 -0.04
H 2.94 1.39 -0.90
H -1.93 1.17 1.04
C -1.43 1.42 0.11
H -2.16 1.31 -0.70
C -0.24 0.50 -0.11
```

Results of the natural (NBO) charge analysis, in e, for atoms 1 through 5: atom 1 (C): 0.276, atom 2 (H): 0.228, atom 3 (H): 0.199, atom 4 (H): 0.190, atom 5 (H): 0.369



14.
DFT (the ωB97M-V functional and the def2-TZVPD basis) results for a structure of composition C5H8N2Si at a distorted geometry.

Properties
Electronic energy, eV: -16165.636
ΔE to the lowest compared entry with this formula, charge and spin, kcal per mole: 144.4
HOMO level (spin up / spin down), eV: -9.45 / -6.68
Net charge: 0
Gap between HOMO and LUMO (spin up / spin down), Ha: 0.318 / 0.219

Geometry as XYZ:
```
16
C5H8N2Si (the ωB97M-V functional and the def2-TZVPD basis)
H -0.21 -1.86 1.09
H 2.66 4.19 -1.65
C 1.75 -1.32 0.60
H 2.45 -0.40 0.38
H -2.04 0.45 1.75
N -0.92 2.58 -0.19
Si 0.56 1.73 -0.26
H -2.24 -0.38 0.16
H 1.33 2.94 -0.71
C -1.88 1.88 0.26
N 2.25 -2.52 0.68
H -2.89 2.25 0.22
H 3.23 -2.65 0.47
C -0.22 0.16 0.43
C -1.67 0.49 0.72
C 0.34 -1.04 0.72
```

Results of the natural (NBO) charge analysis, in e, for atoms 1 through 5: atom 1 (H): 0.221, atom 2 (H): 0.018, atom 3 (C): 0.109, atom 4 (H): 0.131, atom 5 (H): 0.254



15.
DFT (the ωB97M-V functional and the def2-TZVPD basis) results for the ion C5H8N3 with charge +1 at a distorted geometry.

Properties
Electronic energy, eV: -9771.568
ΔE to the lowest compared entry with this formula, charge and spin, kcal per mole: 160.8
HOMO level (spin up / spin down), eV: -13.22 / -13.22
Net charge: +1
Gap between HOMO and LUMO (spin up / spin down), Ha: 0.302 / 0.302

Geometry as XYZ:
```
16
C5H8N3 (the ωB97M-V functional and the def2-TZVPD basis)
H -1.79 -1.82 0.35
H -1.48 0.58 0.46
C -1.13 -1.37 -0.35
H 0.54 0.09 -1.80
H 4.12 2.60 2.71
H -0.65 1.46 -1.69
C -0.01 0.77 -1.13
C 1.59 1.75 0.39
H 0.91 -0.60 1.31
C 2.52 2.22 1.24
N 0.93 1.68 -0.59
N 0.07 0.06 1.36
N -0.68 -0.05 0.27
C 3.25 2.45 2.16
H -0.16 -1.91 -0.53
H -1.61 -1.30 -1.26
```

Results of the natural (NBO) charge analysis, in e, for atoms 1 through 5: atom 1 (H): 0.243, atom 2 (H): 0.424, atom 3 (C): -0.412, atom 4 (H): 0.241, atom 5 (H): 0.258